No. 1
The following is a quantum chemistry calculation of a molecular structure, C17H23Cl5NO2P2Ru in a non-equilibrium geometry, from the Open Molecules 2025 dataset.

Properties
energy = -3944.7105 a.u.
charge = +2
multiplicity = 6
ΔE to the lowest compared entry with this formula, charge and spin = 0.000 eV
Kohn-Sham gap (spin up / spin down) = 7.140 / 4.782 eV
lowest unoccupied orbital energy (spin up / spin down) = -6.039 / -10.032 eV

Each line ends with the Mulliken spin population.
Geometry (Å):
H 3.0720 0.9127 -2.0455  -0.037
H -1.5581 3.8896 -1.4253  0.000
H -3.9876 0.5833 -1.7451  0.000
P -2.2845 -0.0555 -0.1438  0.007
O 0.9149 2.8748 -3.1463  0.013
H 2.9208 -0.7541 1.1065  -0.006
N 0.1436 -0.6650 -1.4494  0.063
H 1.6171 2.2494 -2.8591  -0.006
H 1.8192 3.0826 1.4750  0.004
H -1.2710 -2.9560 -3.4164  0.004
C 0.4666 -2.3411 2.3322  0.040
H 2.4964 -0.8317 -3.8454  0.001
C 1.9221 2.9078 0.3910  0.053
H -4.3076 -0.9452 0.8037  0.012
H -2.1180 -2.4810 -0.5535  0.010
C 1.3213 -0.3726 -2.1161  0.083
H 2.7982 0.6419 2.2281  0.006
C -3.1492 1.0878 -1.2450  0.016
H -3.5146 1.9287 -0.6409  0.000
C -3.4104 -0.4513 1.1961  0.055
H 1.1018 3.4123 -0.1458  -0.007
H 4.0167 0.6571 0.8773  0.012
Cl -0.4645 1.3395 3.5379  0.125
H -0.3076 3.1185 -2.0344  -0.001
Cl 1.3298 -4.6327 3.4929  0.122
H 2.9107 3.2353 0.0301  0.002
O -0.9054 3.1930 -1.2399  0.004
C 3.0137 0.3376 1.1936  0.092
H -0.9898 1.4919 0.1560  0.071
C -0.7833 -1.4962 -1.9526  0.063
C 0.6789 -2.3229 4.7638  0.016
C -2.0970 -1.5876 -1.2039  -0.008
C -0.0207 -0.3217 3.5542  0.094
C 0.2686 -0.9681 4.7734  0.093
C 0.0747 -1.0046 2.3447  0.150
Cl 1.0592 -3.1022 6.2245  0.003
C 0.6711 -2.0150 -3.7780  -0.024
C 2.1396 0.6383 -1.5470  0.508
C 0.7873 -3.0143 3.5307  0.180
P 1.7816 1.1294 0.1196  0.059
C 1.5679 -1.0644 -3.3260  0.184
H 0.8887 -2.5856 -4.6771  0.003
Cl 0.5881 -3.1458 0.8097  0.053
Cl 0.1350 -0.1145 6.2442  0.066
H -2.4376 1.4925 -1.9763  0.001
H -2.9546 -1.6512 -1.8907  0.003
H -3.6844 0.4863 1.6970  0.006
H -2.9038 -1.0985 1.9204  -0.023
C -0.5191 -2.2414 -3.0946  0.164
Ru -0.1645 0.0991 0.5223  2.675
H 1.3277 3.4303 -3.8270  -0.002

---

No. 2
The following is a quantum chemistry calculation of a molecular structure, C17H23F2N2O5PS, from the Open Molecules 2025 dataset.

Properties
energy = -2086.5425 a.u.
multiplicity = 1
Kohn-Sham gap = 9.938 eV
lowest unoccupied orbital energy = 0.505 eV

Each line ends with the Mulliken charge.
Geometry (Å):
H -1.3816 -0.6279 4.2122  0.390
C 5.0061 -1.0761 -3.3130  -0.126
O -0.7764 -0.4892 0.6623  -0.415
H 1.7463 -1.2354 -2.0712  0.461
C -1.4812 -0.7275 5.2822  -0.076
C 6.7131 0.4508 -2.6606  -0.115
H -2.0833 1.3134 5.5751  0.430
H 6.2610 1.5031 -0.8349  0.355
C -1.9504 0.3927 -1.1861  0.806
C 5.9345 0.7711 -1.5606  -0.689
O -1.8679 0.8380 2.4032  -0.536
S -1.2109 0.9590 1.1585  1.114
H -2.3002 3.3438 -4.3639  0.344
O -2.2956 1.1712 0.0156  -0.355
C 1.2291 -1.8820 -1.3657  -1.519
F -0.9819 -2.7104 -0.9558  -0.391
H -1.9058 -0.8534 9.0517  0.335
C -1.8763 0.3599 6.0480  -0.275
H -2.2205 3.3009 -1.9191  0.427
H -3.0070 -1.9699 -1.4773  0.088
H 4.0797 0.3559 -0.5562  0.358
H 0.1680 0.3471 -0.9466  0.667
H -0.9140 -2.7992 5.3666  0.388
C 6.2403 -0.4938 -3.5574  -0.619
H -1.1856 -2.9022 7.8497  0.352
H 6.8133 -0.7757 -4.4300  0.350
C -0.6556 -0.3463 -0.7663  -0.630
H -4.1461 -0.5132 -0.2236  0.078
C -1.7764 -0.8426 7.9748  -0.276
C -1.7904 1.2980 -2.4078  -0.099
N 4.2476 -0.7794 -2.2595  -0.251
F -0.4677 1.7626 -2.4756  -0.404
N -2.0256 0.3167 7.3704  -0.556
H 1.5898 -1.6068 -0.3738  0.287
C 4.7150 0.1296 -1.4062  -0.008
H 7.6713 0.9291 -2.8167  0.369
H 4.6039 -1.8179 -3.9944  0.360
H -3.6287 2.2593 -1.8392  0.356
C -1.2248 -1.9266 5.9272  -0.428
O -0.1406 1.8706 0.9761  -0.581
H -3.9705 3.5818 -3.8208  0.379
H -0.5423 -1.4959 -2.5172  0.362
P -3.4845 -0.6517 -1.4512  0.328
C -3.1364 2.8831 -3.8394  -1.401
C -1.3748 -1.9879 7.3036  -0.282
H 1.4620 -2.9229 -1.5692  0.415
H -1.9476 0.6831 -3.2990  0.490
C -0.2579 -1.6300 -1.4652  0.481
H -3.4643 2.0032 -4.3923  0.347
C -2.7382 2.4836 -2.4236  -0.453
O -4.2702 -0.2437 -2.6380  -0.630

---

No. 3
The following is a quantum chemistry calculation of a molecular structure, C17H23FMnNO7PS2Se in a non-equilibrium geometry, from the Open Molecules 2025 dataset.

Properties
energy = -6033.1795 a.u.
charge = -1
multiplicity = 3
ΔE to the lowest compared entry with this formula, charge and spin = 0.190 eV
Kohn-Sham gap (spin up / spin down) = 7.612 / 7.538 eV
lowest unoccupied orbital energy (spin up / spin down) = 2.297 / 2.292 eV

Each line ends with the Mulliken spin population.
Geometry (Å):
H 4.8892 0.8581 -3.2956  0.000
H 0.6442 -1.5805 -2.2165  0.001
O 1.3275 1.4643 1.9602  -0.006
C -5.5545 -0.7806 1.1820  -0.001
Mn 0.5293 0.4858 0.5113  2.145
F 2.7417 -2.0031 6.2366  -0.001
O 0.0940 2.3973 -0.0216  0.019
H 4.2091 -1.2093 4.2670  0.000
H -6.2206 -0.1229 1.7390  0.000
O -3.7194 1.4754 0.3810  0.001
C 1.8938 0.1116 -1.9291  0.017
Se 0.8737 3.0027 1.3587  0.000
H 0.2048 -0.1791 -3.1972  -0.001
C 0.9570 -1.5066 0.8863  -0.100
H -2.3331 4.4701 -0.2424  0.000
H -3.8822 4.0959 0.5642  0.000
C 0.5503 -0.4954 -2.2182  -0.005
O -0.1293 3.7977 2.3557  0.003
O -0.3502 -0.0743 -1.2094  -0.015
H 1.7399 -1.8604 0.2220  -0.005
C 1.0065 -2.2011 4.6537  0.006
C 0.5738 -2.0843 3.3322  -0.012
N 2.0871 0.5298 -0.6827  -0.054
P -3.0928 0.0535 0.6881  0.001
H -5.2260 -2.8635 0.8139  0.000
H -2.3293 3.5980 1.3007  0.001
C 3.2591 1.0775 -0.3501  0.021
C -2.9279 2.4225 -0.3890  0.005
H 3.3436 1.4207 0.6704  -0.004
H -5.6261 -0.5266 0.1273  0.000
C 4.0988 0.7682 -2.5511  0.006
H -6.9320 -2.4265 1.0873  0.000
H 0.0518 -2.0670 0.7195  0.002
C 2.7366 -1.3542 2.6778  -0.012
H -3.4049 2.5237 -1.3624  0.000
H -1.9185 2.0465 -0.5329  -0.002
C 2.8785 0.2132 -2.8919  -0.004
O 2.2412 3.8007 0.9541  0.003
H 0.3380 -2.5356 5.4433  0.000
C 1.4231 -1.6505 2.3158  0.010
S -1.4788 0.2589 1.8249  -0.010
C 2.3077 -1.8848 4.9527  -0.009
C -2.8708 3.7265 0.3585  -0.001
H -1.2316 -0.4649 -1.2650  0.004
C -5.8983 -2.2327 1.4006  0.000
H -5.7933 -2.4981 2.4594  0.000
O -4.2146 -0.5435 1.6684  0.000
H -0.4582 -2.3161 3.0863  0.001
H 3.4269 -1.0122 1.9087  -0.003
C 4.2937 1.2104 -1.2620  -0.004
H 2.6758 -0.1350 -3.8980  0.000
C 3.1878 -1.4589 3.9907  0.004
S -3.0131 -0.9959 -0.9999  -0.001
H 5.2255 1.6694 -0.9469  0.000

---

No. 4
The following is a quantum chemistry calculation of a molecular structure, C17H23HgN3SSi, from the Open Molecules 2025 dataset.

Properties
energy = -1667.0484 a.u.
charge = -1
multiplicity = 2
ΔE to the lowest compared entry with this formula, charge and spin = 0.506 eV
Kohn-Sham gap (spin up / spin down) = 5.657 / 6.763 eV
lowest unoccupied orbital energy (spin up / spin down) = 2.905 / 2.700 eV

Each line ends with the Mulliken spin population.
Geometry (Å):
H 1.3518 3.0320 -0.4198  -0.001
H -1.4007 -1.4692 3.6273  0.001
Si -0.1628 1.5803 -1.7268  0.027
N 2.8808 -2.2067 -1.1727  -0.007
H -5.2089 1.9774 2.3352  0.000
C -2.6124 2.3197 0.1589  -0.002
H -1.7114 0.9684 -3.5522  -0.001
H -2.1682 -0.8458 1.2515  0.062
N -0.8801 0.6820 -0.4560  0.022
C 1.2384 0.5684 -2.4461  0.003
H -2.2843 -0.7428 4.9805  0.001
C -1.9844 1.0503 0.2517  -0.008
H 2.2805 -5.0352 -2.8824  -0.009
C -1.4509 -0.6076 4.2918  0.023
H 4.6613 -1.1978 -1.0625  0.000
H 5.9189 -2.7725 -2.5087  0.000
C 0.6010 3.2226 -1.1913  0.000
C -1.3634 1.9202 -3.1431  0.006
H 0.9098 -0.4281 -2.7552  -0.006
H -0.8645 2.4715 -3.9464  0.000
H 1.6395 1.0809 -3.3268  0.001
H -2.2415 2.4911 -2.8350  0.001
H -1.6441 0.2680 3.6720  -0.006
C 2.8501 -4.2008 -2.4973  -0.006
C -3.7434 2.6382 0.8919  0.000
H 2.0574 0.4264 -1.7362  0.001
H -4.1780 3.6257 0.7763  0.000
C -4.3233 1.7246 1.7660  0.004
H -2.1976 3.0709 -0.5022  0.001
C 1.0041 -0.2691 4.1898  0.006
C 4.8725 -2.9420 -2.2931  0.000
C -3.7291 0.4714 1.8781  0.014
C 4.1678 -2.0680 -1.4863  0.005
C -2.6010 0.1430 1.1493  0.003
C 4.1808 -4.0361 -2.8077  0.004
C -0.1459 -0.4564 5.0762  -0.016
H 0.0503 -1.3410 5.6853  -0.001
N 1.9046 -0.1488 3.4898  0.009
S 0.5312 -3.4629 -1.2639  0.150
H 4.6813 -4.7535 -3.4484  0.000
H -0.1230 3.9287 -0.7810  0.000
H -0.1957 0.3957 5.7560  0.001
H -4.1577 -0.2724 2.5437  0.002
H 1.1013 3.7054 -2.0368  0.000
Hg 0.2783 -1.2453 0.1704  0.682
C 2.2101 -3.2607 -1.6639  0.035

---

No. 5
The following is a quantum chemistry calculation of a molecular structure, C17H23IIrN2Si in a non-equilibrium geometry, from the Open Molecules 2025 dataset.

Properties
energy = -1461.7517 a.u.
charge = +2
multiplicity = 6
Kohn-Sham gap (spin up / spin down) = 6.286 / 5.115 eV
lowest unoccupied orbital energy (spin up / spin down) = -6.893 / -10.356 eV

Each line ends with the Mulliken spin population.
Geometry (Å):
H 3.2957 -3.9930 0.8379  0.000
H 3.6536 -1.5177 1.2925  0.003
C -2.8448 0.0346 0.8970  0.619
C -4.6095 1.1325 3.0578  0.024
H -0.7720 2.9542 -1.3198  0.032
C 0.4039 2.2684 0.9935  0.000
I 1.4060 -0.0540 -2.9976  1.045
C 1.7846 -0.9703 0.4178  0.006
C -1.7620 -1.0854 -1.7560  0.139
H -2.3878 -0.5974 4.2137  0.000
C 1.8312 0.4458 0.7566  0.015
H -5.2324 -1.6612 0.5693  -0.002
C -2.9021 -1.3255 3.5744  0.022
C 2.4993 2.2775 2.1785  0.000
H 0.9583 3.8092 2.3437  0.003
H -4.3778 1.9782 2.3995  -0.003
H -0.6339 2.2237 -2.9140  0.003
C 2.7702 1.0303 1.6269  0.012
Si -3.9333 -0.4293 2.2939  0.004
H -2.7652 -0.6587 -1.9712  0.014
H -1.9455 -1.8718 -1.0029  0.025
C 0.4394 -2.6409 -0.4338  0.003
H 3.6729 0.4733 1.8550  0.002
H -6.2729 -1.1824 1.9253  0.003
C 2.7758 -1.9006 0.7768  -0.007
C 1.3395 -3.6276 -0.0315  -0.002
C -2.0466 0.2380 -0.0517  0.264
N 0.7618 1.1690 0.3277  0.139
H -1.4128 -1.4808 -2.7182  0.013
H 1.0711 -4.6688 -0.2034  0.003
H -5.6945 1.0860 3.1997  0.001
H 0.8645 2.5936 -1.9977  0.020
C 2.5538 -3.2539 0.5462  -0.001
N 0.6463 -1.3374 -0.2336  0.196
C -0.1724 2.2348 -1.9044  0.379
Ir -0.5166 0.3984 -1.2614  1.955
H -3.5507 -1.9506 4.2026  0.001
H -0.5770 2.6934 0.7682  -0.007
H 3.2286 2.7736 2.8202  -0.001
C -5.2797 -1.5648 1.6613  0.067
H -2.1412 -1.9635 3.1068  -0.003
H -4.1385 1.3192 4.0316  0.001
H -5.1693 -2.5696 2.0877  0.003
H -0.4544 -2.9648 -0.9634  0.000
C 1.2728 2.8757 1.8953  0.011

---

- Number 2 is which compound?
  C17H23F2N2O5PS